A structure of composition C23H42AuCl3N2O3Si3, computed with ωB97M-V/def2-TZVPD.

Results
- Spin multiplicity: 3
- <S²>: 2.01
- HOMO-LUMO gap (spin up / spin down): 7.79 / 7.20 eV
- HOMO (spin up / spin down): -0.27114 / -0.33308 Eh
- Lowest unoccupied orbital energy (spin up / spin down): 0.41 / -1.86 eV

Last column: Mulliken spin population.
CARTESIAN COORDINATES (ANGSTROEM)
Au1 0.41214 -0.34752 -0.14422  0.43
Cl1 5.12149 -1.45704 2.44367  0.00
C1 4.62601 -0.65955 0.95058  0.02
Cl2 5.36354 -1.48360 -0.42580  0.00
Cl3 5.17245 1.03794 0.99007  0.00
C2 3.06784 -0.61088 0.81028  0.04
O1 2.68369 -0.36344 -0.36986  0.14
O2 2.38642 -0.75774 1.81947  0.01
C3 -0.59097 0.26663 3.18437  0.00
N1 -1.92065 0.69453 2.78805  0.00
C4 -2.63584 1.46076 3.79348  0.00
C5 -3.81797 2.16566 3.16754  0.00
C6 -4.68992 1.11924 2.50853  0.00
N2 -3.89808 0.30326 1.60408  0.00
C7 -4.63008 -0.36747 0.54810  0.00
C8 -2.54877 0.12265 1.71946  -0.01
O3 -1.93566 -0.53904 0.86719  0.02
H1 0.07187 1.12508 3.28057  0.00
H2 -0.16864 -0.42378 2.46147  0.02
H3 -0.63760 -0.24698 4.14956  0.00
H4 -1.93322 2.17325 4.22969  0.00
H5 -2.97511 0.80310 4.60525  0.00
H6 -3.46527 2.87916 2.41903  0.00
H7 -4.38268 2.71341 3.92143  0.00
H8 -5.48569 1.58641 1.92416  0.00
H9 -5.17231 0.49029 3.26723  0.00
H10 -5.06603 0.35723 -0.14369  0.00
H11 -5.43680 -0.96499 0.98050  0.00
H12 -3.95795 -1.01807 0.00040  0.00
C9 -2.53472 0.62112 -2.23066  0.01
Si1 -0.92701 1.57290 -2.36178  -0.01
C10 0.22680 0.68690 -3.54387  0.03
C11 -1.33210 3.27418 -3.06259  0.04
C12 -0.11701 1.78222 -0.68387  0.67
Si2 1.37976 2.89529 -0.41917  0.00
C13 2.02483 2.71708 1.33166  0.01
C14 2.69783 2.63029 -1.71485  0.00
C15 0.74231 4.66637 -0.58292  0.04
H13 -3.00531 0.55618 -3.21489  0.00
H14 -3.23134 1.12215 -1.55474  0.00
H15 -2.37588 -0.38652 -1.84919  -0.01
H16 -0.28521 0.49075 -4.48946  0.00
H17 0.55825 -0.26847 -3.13383  -0.01
H18 1.11870 1.27638 -3.76074  0.00
H19 -2.07291 3.15779 -3.85811  0.00
H20 -0.45545 3.76163 -3.49197  0.00
H21 -1.75173 3.94375 -2.31027  0.00
H22 -0.84477 1.91313 0.12674  -0.08
H23 2.14387 1.68014 1.64824  0.00
H24 1.33909 3.21673 2.02137  0.00
H25 2.99785 3.20381 1.42631  0.00
H26 2.97904 1.58311 -1.81110  0.00
H27 3.59514 3.19763 -1.45668  0.00
H28 2.34709 2.99542 -2.68354  0.00
H29 -0.23835 4.80145 -0.12292  0.00
H30 0.67592 4.98986 -1.62168  0.00
H31 1.44086 5.33120 -0.06709  0.00
C16 -0.82994 -3.52293 0.77992  0.07
Si3 0.19972 -2.75533 -0.58168  0.43
C17 -0.65189 -2.91166 -2.24545  0.06
C18 1.87202 -3.58434 -0.62619  -0.01
C19 2.46461 -3.94966 -1.83724  0.03
C20 3.66103 -4.65134 -1.86640  -0.01
C21 4.29285 -4.99172 -0.67987  0.02
C22 3.73164 -4.61961 0.53334  -0.01
C23 2.53431 -3.92178 0.55825  0.02
H32 -0.88707 -4.60029 0.59803  0.02
H33 -1.83306 -3.10035 0.79935  -0.01
H34 -0.37699 -3.36877 1.75982  -0.01
H35 -0.75745 -3.96901 -2.50527  0.01
H36 -0.09421 -2.41853 -3.04177  0.00
H37 -1.64649 -2.46638 -2.20825  -0.01
H38 1.98710 -3.68825 -2.77453  0.00
H39 4.10164 -4.92917 -2.81567  0.00
H40 5.22862 -5.53574 -0.69999  0.00
H41 4.23272 -4.86285 1.46125  0.00
H42 2.11907 -3.62321 1.51335  0.01

Cartesian forces, eV/Å:
0.104 -0.104 -0.104
-0.022 -0.027 0.003
0.009 0.001 -0.032
-0.001 -0.008 -0.020
0.040 -0.004 -0.016
0.101 -0.088 0.133
-0.248 0.164 0.119
0.042 -0.004 -0.119
0.046 -0.131 -0.038
-0.031 0.023 -0.021
-0.023 -0.016 0.018
0.000 -0.020 -0.001
-0.013 -0.013 0.010
0.008 0.096 -0.076
0.007 -0.036 0.016
-0.007 0.032 -0.009
0.061 -0.061 0.107
0.073 0.042 -0.022
-0.003 0.043 -0.030
-0.013 0.023 0.016
-0.008 0.012 -0.027
0.019 0.007 0.013
-0.008 0.008 0.008
0.000 -0.011 0.008
0.008 0.009 0.003
-0.007 0.009 -0.003
-0.017 -0.002 0.004
-0.005 0.005 0.000
0.001 0.009 -0.005
0.014 0.068 0.022
0.109 -0.026 0.001
-0.035 0.037 -0.028
-0.029 -0.057 -0.026
0.026 0.031 -0.020
-0.069 -0.063 0.052
-0.022 0.010 -0.070
-0.038 0.042 -0.012
0.079 -0.011 0.063
-0.012 -0.022 -0.001
0.005 0.020 -0.005
0.008 -0.023 0.028
0.004 -0.003 -0.016
0.003 0.005 0.008
-0.003 0.011 0.012
0.016 0.035 -0.027
0.032 -0.005 0.020
-0.025 -0.014 0.018
-0.052 0.029 -0.031
-0.022 0.016 0.021
-0.034 -0.034 0.035
-0.010 0.022 0.007
0.011 -0.053 0.032
0.003 0.010 0.011
0.017 -0.013 -0.016
-0.011 -0.019 0.029
-0.019 -0.018 -0.021
-0.001 0.036 -0.029
0.038 -0.005 -0.040
-0.084 0.018 -0.016
0.031 -0.062 0.057
-0.013 0.032 -0.041
-0.003 0.028 -0.003
0.013 0.015 -0.010
0.019 -0.007 -0.001
0.003 0.017 0.017
0.002 0.022 0.005
-0.029 -0.008 0.022
-0.002 0.017 -0.013
0.013 0.013 0.011
-0.013 -0.004 -0.014
0.001 -0.016 -0.007
-0.013 -0.014 0.003
-0.012 -0.010 -0.005
-0.001 -0.002 0.000
0.003 -0.001 0.001
0.005 -0.002 0.009
-0.019 0.001 0.030

***

A structure of composition C37H52MgN6O2, computed with ωB97M-V/def2-TZVPD.

Results
- Spin multiplicity: 1
- HOMO-LUMO gap: 8.22 eV
- HOMO: -0.29430 Eh
- Lowest unoccupied orbital energy: 0.21 eV

Last column: Löwdin charge in e.
CARTESIAN COORDINATES (ANGSTROEM)
Mg1 0.00019 0.19618 0.00927  0.72
C1 2.30482 4.23108 -1.67006  -0.08
C2 2.52821 3.18238 -0.58746  -0.37
C3 2.89209 3.85485 0.74279  -0.03
C4 3.58565 2.15111 -0.94221  -0.13
C5 4.67259 2.50756 -1.73274  -0.04
C6 5.71390 1.61976 -1.95589  -0.08
C7 5.68032 0.37491 -1.35301  -0.04
C8 4.61574 -0.01450 -0.54111  -0.15
C9 4.71340 -1.35725 0.16516  -0.37
C10 5.04965 -2.51130 -0.79379  -0.07
C11 5.76012 -1.31518 1.28669  -0.06
C12 3.53703 0.86933 -0.36178  -0.18
N1 2.38930 0.56323 0.43621  0.05
C13 2.65166 0.51996 1.74773  -0.50
O1 3.74294 0.53770 2.32804  0.02
C14 1.41467 0.61989 2.62249  -0.16
C15 1.52279 0.80359 3.98825  0.01
C16 0.39850 1.21403 4.69159  -0.02
C17 -0.77324 1.49763 4.00307  0.01
C18 -0.80373 1.26032 2.64337  -0.16
N2 0.24707 0.75677 1.98866  0.10
C19 -1.98111 1.67486 1.78884  -0.50
O2 -2.89242 2.29745 2.33931  0.03
N3 -1.87111 1.30336 0.50319  0.04
C20 -3.02813 1.56767 -0.29233  -0.18
C21 -2.93122 2.49443 -1.34873  -0.17
C22 -4.00485 2.65993 -2.21564  -0.04
C23 -5.16686 1.91789 -2.07022  -0.07
C24 -5.26806 1.02285 -1.02279  -0.04
C25 -4.22851 0.84315 -0.11053  -0.13
C26 -4.49239 -0.08323 1.07443  -0.37
C27 -5.54035 0.54589 2.00501  -0.05
C28 -4.95594 -1.48710 0.66690  -0.06
C29 -1.67703 3.33235 -1.52872  -0.38
C30 -1.71352 4.53071 -0.57384  -0.03
C31 -1.47194 3.79102 -2.97224  -0.07
H1 1.45816 4.86439 -1.39980  0.06
H2 2.10259 3.77387 -2.64224  0.08
H3 3.17173 4.88716 -1.78094  0.07
H4 1.58879 2.65422 -0.42274  0.10
H5 3.81162 4.43494 0.62497  0.09
H6 3.06575 3.11108 1.52394  0.07
H7 2.09732 4.53144 1.07241  0.08
H8 4.71576 3.49635 -2.17488  0.10
H9 6.55511 1.90564 -2.57462  0.10
H10 6.51324 -0.30703 -1.49491  0.11
H11 3.75049 -1.56075 0.63722  0.11
H12 6.11926 -2.52612 -1.01777  0.07
H13 4.52039 -2.43329 -1.74322  0.06
H14 4.80492 -3.47422 -0.33650  0.08
H15 6.74911 -1.11735 0.86384  0.08
H16 5.80202 -2.27772 1.80572  0.08
H17 5.51999 -0.53410 2.00470  0.06
H18 2.49253 0.67672 4.44746  0.12
H19 0.45392 1.37395 5.76177  0.11
H20 -1.64933 1.92170 4.47335  0.12
H21 -3.93279 3.36571 -3.03315  0.10
H22 -5.98816 2.04354 -2.76531  0.10
H23 -6.19155 0.46781 -0.89117  0.11
H24 -3.57314 -0.18427 1.65183  0.11
H25 -6.49057 0.66927 1.47579  0.08
H26 -5.20023 1.51896 2.35226  0.07
H27 -5.71608 -0.09766 2.87194  0.08
H28 -5.85475 -1.44834 0.04818  0.08
H29 -5.19817 -2.06888 1.55870  0.08
H30 -4.19735 -2.04074 0.10836  0.05
H31 -0.81980 2.72299 -1.23500  0.10
H32 -2.56336 5.17262 -0.82210  0.09
H33 -0.79815 5.12520 -0.65337  0.07
H34 -1.83176 4.20260 0.46131  0.08
H35 -2.22162 4.52951 -3.26526  0.08
H36 -1.53586 2.95659 -3.67901  0.08
H37 -0.49750 4.26185 -3.08852  0.06
C32 -1.60128 -0.38429 -2.55149  -0.16
C33 -2.06030 -1.58328 -1.72204  -0.16
N4 -1.68103 -1.45166 -0.30593  -0.09
C34 -1.22494 -2.69339 0.31713  -0.18
C35 0.16582 -3.04105 -0.23623  -0.17
N5 0.97717 -1.82215 -0.37311  -0.09
C36 1.65281 -1.65391 -1.66876  -0.18
C37 0.74481 -1.05366 -2.74800  -0.15
N6 -0.19615 -0.02290 -2.22710  -0.07
H38 -2.23778 0.47181 -2.34982  0.10
H39 -1.70040 -0.63079 -3.61259  0.13
H40 -1.60622 -2.49416 -2.11522  0.11
H41 -3.13900 -1.69487 -1.84637  0.12
H42 -2.43589 -1.03155 0.22080  0.06
H43 -1.90965 -3.53280 0.16066  0.12
H44 -1.15775 -2.51948 1.39386  0.13
H45 0.06613 -3.50835 -1.21721  0.11
H46 0.65347 -3.77148 0.40763  0.12
H47 1.68430 -1.75565 0.35154  0.09
H48 2.06529 -2.59617 -2.03724  0.12
H49 2.48260 -0.97525 -1.50806  0.09
H50 0.15466 -1.83523 -3.23009  0.11
H51 1.38409 -0.63011 -3.52256  0.13
H52 0.00514 0.87709 -2.65021  0.11

Cartesian forces, eV/Å:
-0.119 -0.164 -0.401
-0.007 0.046 -0.024
0.111 -0.002 -0.003
-0.014 -0.056 0.030
-0.005 0.096 -0.035
-0.042 -0.039 -0.087
-0.054 -0.060 0.053
0.015 0.016 -0.014
0.062 -0.069 0.052
0.046 -0.052 -0.019
-0.004 0.033 0.045
0.086 0.024 -0.008
-0.016 0.027 0.157
0.046 0.013 0.095
-0.089 -0.050 -0.053
-0.214 0.149 -0.007
-0.111 0.006 -0.243
-0.032 0.034 0.121
0.002 0.001 -0.002
0.043 0.030 0.145
0.135 -0.087 -0.280
0.028 0.221 0.508
-0.091 -0.173 -0.078
-0.030 -0.042 -0.090
-0.192 0.284 0.162
0.057 -0.161 0.076
-0.034 0.030 0.019
-0.040 -0.069 -0.042
0.048 0.009 -0.029
-0.007 0.029 0.069
0.049 0.019 -0.006
-0.077 0.070 -0.022
0.033 -0.011 -0.052
-0.019 -0.011 -0.043
-0.139 0.049 0.011
0.019 -0.009 0.030
-0.001 -0.031 0.004
-0.019 0.011 -0.030
-0.008 0.021 0.018
-0.043 -0.020 0.000
-0.121 -0.074 -0.038
-0.021 -0.016 0.021
-0.001 0.075 -0.041
0.039 -0.038 -0.038
0.001 -0.061 0.026
-0.004 0.003 0.001
-0.054 0.036 0.013
-0.067 0.007 -0.024
-0.044 0.011 -0.018
-0.073 -0.011 -0.023
0.032 0.048 -0.008
-0.003 -0.041 -0.010
0.001 0.021 -0.042
0.063 -0.115 -0.088
-0.012 0.004 0.002
-0.001 -0.011 -0.028
0.026 -0.013 -0.007
-0.019 -0.018 0.039
0.017 0.013 0.026
0.063 0.026 -0.002
0.082 0.014 0.063
0.056 -0.020 0.049
0.006 0.018 -0.011
0.018 0.038 -0.048
0.021 0.001 0.038
0.015 0.001 -0.013
-0.063 0.013 -0.014
0.091 -0.102 0.004
0.036 -0.005 0.025
-0.058 -0.041 0.003
-0.004 0.018 -0.060
0.045 -0.018 0.001
0.002 0.044 0.040
0.094 0.036 0.031
0.167 0.017 0.199
0.198 0.094 0.125
-0.066 -0.091 -0.122
0.188 0.178 -0.106
-0.154 0.227 -0.030
0.188 -0.137 0.048
-0.151 0.184 0.087
-0.086 0.021 0.139
0.043 -0.099 -0.039
0.019 0.040 0.040
0.001 -0.007 -0.066
-0.009 -0.018 0.013
-0.075 -0.001 0.006
0.054 -0.036 -0.020
-0.044 -0.075 0.000
-0.011 0.031 -0.002
0.019 -0.004 -0.028
0.021 -0.075 0.050
0.021 -0.114 -0.067
0.030 -0.080 -0.031
0.091 0.033 0.058
0.006 -0.013 0.007
0.004 0.044 -0.034
0.013 -0.074 -0.125

***

The molecule C4H10N2O, computed with ωB97M-V/def2-TZVPD.

Results
- Spin multiplicity: 1
- Structure (SMILES): CCNC(=O)CN
- HOMO-LUMO gap: 9.67 eV
- HOMO: -0.32667 Eh
- Lowest unoccupied orbital energy: 0.78 eV

Last column: natural (NBO) charge in e.
CARTESIAN COORDINATES (ANGSTROEM)
N1 2.36728 -0.43515 1.10988  -0.83
C1 1.72408 0.51102 0.15158  -0.33
C2 0.29692 0.89821 0.56575  0.70
N2 -0.62259 1.19624 -0.42169  -0.72
C3 -1.66858 0.20349 -0.93223  -0.20
C4 -1.50667 -1.12829 -0.18775  -0.64
O1 0.03446 0.96152 1.74455  -0.55
H1 2.38302 -1.30539 0.61458  0.35
H2 1.83379 -0.46298 1.96423  0.38
H3 1.70265 0.00369 -0.81053  0.19
H4 2.29778 1.43870 0.14646  0.21
H5 -0.40654 1.77530 -1.21718  0.39
H6 -2.59861 0.72532 -0.74131  0.20
H7 -1.40147 0.05185 -1.97013  0.19
H8 -0.74334 -1.75643 -0.64629  0.21
H9 -1.25975 -0.96963 0.85789  0.23
H10 -2.43242 -1.70746 -0.22780  0.22

Cartesian forces, eV/Å:
-0.112 1.135 -1.023
-0.026 -0.492 1.009
1.123 0.194 0.305
-1.742 -0.162 -1.306
1.723 0.417 1.847
-0.700 -0.010 -0.296
-0.368 -0.499 -0.148
-0.041 -0.679 0.526
-0.139 -0.241 0.126
0.102 0.505 -0.264
0.095 0.086 -0.456
1.075 -0.012 0.321
-0.476 -0.529 -0.419
-0.623 0.078 -0.339
0.173 0.146 0.020
-0.081 -0.019 0.083
0.017 0.083 0.015

***

A cluster of 8 separate species, C7H28N11O10 in total, computed with ωB97M-V/def2-TZVPD.

Results
- Spin multiplicity: 1
- HOMO-LUMO gap: 8.79 eV
- Charge: -1
- HOMO: -0.23829 Eh
- Lowest unoccupied orbital energy: 2.31 eV

Last column: natural (NBO) charge in e.
CARTESIAN COORDINATES (ANGSTROEM)
N1 -0.53453 -0.49950 -0.72531  0.74
O1 -0.40464 -0.24621 -1.90894  -0.54
O2 -0.63877 0.36112 0.14591  -0.56
O3 -0.60892 -1.68721 -0.45599  -0.52
C1 -1.12821 -1.10391 3.11926  -0.26
O4 -0.36732 -0.01535 2.74982  -0.77
H1 -0.79173 -1.48676 4.08274  0.17
H2 -2.20704 -1.01802 2.98947  0.16
H3 -0.75234 -1.87833 2.45060  0.17
H4 -0.64448 0.10166 1.83818  0.50
C2 1.94347 -1.83694 -3.23269  -0.26
O5 0.55612 -1.98473 -3.63717  -0.77
H5 2.48761 -2.75892 -3.43751  0.17
H6 2.41642 -0.93406 -3.61899  0.18
H7 2.02454 -1.85899 -2.14593  0.16
H8 0.07782 -1.36420 -3.08240  0.49
C3 -1.31904 -4.93500 1.72989  0.75
O6 -1.14517 -5.82203 2.52053  -0.67
N2 -2.35768 -4.26206 1.39734  -0.84
N3 -0.44201 -4.59555 0.80601  -0.85
H9 -3.13422 -4.41483 2.02484  0.39
H10 -2.39068 -4.14239 0.39500  0.41
H11 -0.62036 -3.65543 0.48281  0.41
H12 0.48309 -4.98920 0.70947  0.40
C4 3.41407 -1.04821 1.52563  0.71
O7 4.28516 -0.99997 0.67786  -0.69
N4 3.59175 -0.78345 2.74353  -0.82
N5 2.23213 -1.19759 1.22535  -0.80
H13 2.84300 -0.76038 3.42098  0.38
H14 4.49780 -0.40142 2.97425  0.40
H15 2.05230 -1.27931 0.23486  0.41
H16 1.51748 -1.07101 1.92774  0.39
C5 -1.97472 2.89151 -3.11627  0.75
O8 -2.33394 3.90072 -3.67608  -0.69
N6 -1.64557 2.59439 -1.88552  -0.88
N7 -1.88102 1.78099 -3.75814  -0.84
H17 -1.21140 1.73554 -1.57893  0.40
H18 -1.88606 3.21327 -1.12444  0.42
H19 -1.59679 1.06244 -3.10775  0.40
H20 -2.20350 1.77828 -4.71527  0.40
C6 3.12657 1.68434 -1.85952  0.74
O9 3.72740 0.65374 -1.55616  -0.66
N8 1.84782 1.84392 -2.02070  -0.83
N9 3.74707 2.73735 -2.29450  -0.83
H21 1.30664 1.12267 -1.56570  0.41
H22 1.35745 2.71804 -2.14537  0.39
H23 3.11730 3.52307 -2.37273  0.38
H24 4.75490 2.70133 -2.34998  0.41
C7 -2.83944 3.55930 2.00580  0.75
O10 -2.76742 4.16644 0.89549  -0.73
N10 -2.30602 2.42834 2.15497  -0.81
N11 -3.60548 4.02677 3.00945  -0.83
H25 -2.23600 1.93841 3.03541  0.40
H26 -2.04751 2.02573 1.26550  0.43
H27 -3.99437 4.95826 2.97480  0.41
H28 -3.39153 3.52332 3.85848  0.37

Cartesian forces, eV/Å:
-0.788 -2.535 0.290
0.185 2.731 -1.827
-0.042 1.658 0.297
0.040 -1.463 1.547
1.034 -2.270 -0.179
0.009 1.672 0.815
-0.570 0.425 0.432
-0.100 0.193 0.330
-0.790 -0.807 -0.189
0.590 0.526 -0.880
-1.038 -0.754 0.548
1.568 -0.317 -0.385
0.015 0.135 -0.888
0.053 -0.164 -0.091
-0.170 0.633 0.292
-0.228 0.003 0.169
3.381 -2.671 -0.544
-0.417 -0.997 2.241
-5.697 2.106 0.995
3.673 0.995 -2.207
-0.525 0.236 -0.804
-1.166 0.352 0.464
1.079 -0.027 -0.513
-0.279 0.150 0.344
5.128 1.005 -3.702
2.056 -0.566 -0.608
2.536 1.428 7.579
-8.790 -1.887 -2.752
0.365 0.157 -0.164
-0.312 -0.223 0.272
-0.472 -0.072 0.290
-0.426 0.034 -0.741
-0.634 0.799 -1.183
-0.509 2.317 0.445
0.762 2.172 5.541
0.295 -3.579 -2.948
-0.145 0.112 -0.313
0.108 0.311 -0.039
-0.252 -1.254 -1.770
0.424 -0.705 0.304
2.526 -2.975 -0.186
-0.868 0.170 0.267
-4.852 -1.395 1.023
2.168 3.319 -0.809
-0.361 0.155 -0.311
0.282 -0.167 0.032
1.367 0.553 -0.383
-0.389 0.598 0.067
-2.367 5.704 -4.151
-0.147 -0.693 1.635
2.337 -4.738 0.551
-0.013 -0.212 1.243
0.118 -0.218 -0.501
0.584 -0.487 0.456
0.416 -0.305 0.156
-0.751 0.832 0.443

***

Energy relative to the best compared isomer or geometry (same formula, charge and spin) values, unit eV, following the record order: 0.000; 0.074; 2.014; 4.375.
F_max values, unit eV/A, following the record order: 0.32; 0.55; 2.56; 9.40.